Entry 1:
Entry from the OMol25 dataset: 6 unconnected molecules or ions with the total composition C39H83Br2N10O12P (the ωB97M-V functional and the def2-TZVPD basis).

Structure (XYZ):
```
147
Properties=species:S:1:pos:R:3:forces:R:3:lowdin_charge:R:1
H 4.6764 -2.9248 6.1632 0.0 0.0 -0.1 0.049
N 3.7575 -2.9505 6.5983 -0.2 0.3 -0.1 0.137
C 3.2483 -1.7923 6.5355 0.2 -0.3 0.0 -0.553
N 1.9264 -1.5659 6.9676 0.1 -0.2 -0.1 0.100
N 3.9357 -0.6590 5.9666 -0.7 0.2 0.5 0.012
C 3.1234 -0.0131 4.9121 0.0 0.0 -0.4 -0.231
C 3.9903 0.7920 3.9288 -0.1 0.0 0.3 -0.175
C 4.0793 0.1992 2.5217 0.2 0.3 -0.2 -0.207
C 2.9346 0.6129 1.5763 0.3 0.3 0.4 -0.197
C 1.5316 0.1668 1.9756 -0.1 -0.4 -0.5 -0.540
O 0.5084 0.6256 1.1148 0.1 0.2 0.2 -0.181
C 0.2812 2.0231 1.0255 -0.2 0.2 0.0 -0.231
C -0.1737 2.6245 2.3615 0.3 0.3 0.0 -0.120
C 0.9631 3.1366 3.2680 -0.8 -0.2 0.1 -0.167
C 0.4461 4.2668 4.1660 -0.2 -0.3 0.1 -0.092
C 1.4377 4.6204 5.2456 0.4 0.3 -0.3 -0.473
O 2.5406 5.0336 4.9966 -0.4 0.0 0.3 0.126
O 1.0232 4.4833 6.5331 0.1 -0.1 0.1 -0.033
C 0.5866 3.1470 6.8895 0.3 -0.1 -0.1 -0.208
C 1.2969 2.7051 8.1668 -0.4 0.4 -0.3 -0.040
C -0.7566 2.2574 -0.1360 -0.3 -0.4 0.3 -0.417
C -0.3636 3.5264 -0.8926 0.2 0.4 0.4 -0.117
C -0.1451 4.8040 -0.0625 -0.2 0.2 -0.3 -0.215
C -1.4267 5.4714 0.4353 -0.1 -0.2 -0.3 -0.099
N -2.0914 2.3164 0.4641 0.1 0.3 -0.2 0.000
C -3.1710 2.6059 -0.4596 0.0 -0.5 0.7 -0.192
C -4.5260 2.7054 0.2103 -0.3 0.3 -0.4 -0.757
O -5.4988 3.1044 -0.3309 0.1 -0.1 0.2 0.044
Br -4.6445 2.1121 2.0775 0.0 -0.1 0.1 0.686
O -0.7118 1.0943 -0.9585 0.3 0.3 -0.3 -0.082
C -0.8054 1.2363 -2.3682 -0.1 -0.3 -0.2 -0.194
C -1.1649 -0.1306 -2.9255 -0.5 -0.1 0.3 -0.167
N -2.6300 -0.3133 -2.9127 0.3 0.2 0.0 -0.052
C -3.1947 -0.7877 -4.1681 -0.3 -0.2 -0.1 -0.180
C -4.7003 -0.5339 -4.3090 -0.4 0.1 0.2 -0.405
C -5.2665 0.4926 -3.3409 -0.4 -0.1 -0.2 -0.066
O -5.4002 -1.7847 -4.1506 0.2 0.0 0.1 -0.059
P 1.4903 -1.7107 1.9527 0.2 0.0 0.1 0.605
O -0.0105 -1.9517 2.5864 0.0 0.0 -0.1 -0.363
Br 1.1640 -1.9887 -0.2364 -0.1 -0.1 0.2 0.384
H 1.8688 -0.9304 7.7529 -0.1 0.2 -0.1 0.077
H 1.4994 -2.4520 7.2030 0.0 0.0 0.2 0.084
H 4.0003 0.0161 6.7286 0.4 0.0 -0.1 0.114
H 2.6207 -0.8143 4.3679 0.0 -0.1 0.1 0.075
H 2.3234 0.6106 5.3222 0.0 0.0 0.1 0.088
H 3.6231 1.8193 3.8625 0.0 0.0 0.0 0.099
H 4.9871 0.8663 4.3676 0.0 -0.1 -0.1 0.109
H 4.2116 -0.8830 2.5612 -0.1 -0.1 0.1 0.098
H 4.9885 0.5977 2.0632 0.0 -0.1 0.0 0.111
H 3.1603 0.2552 0.5696 -0.2 -0.1 -0.1 0.105
H 2.9709 1.7049 1.5329 -0.1 0.0 -0.1 0.106
H 1.2936 0.4181 3.0173 0.1 0.1 0.1 0.094
H 1.1852 2.5556 0.7089 0.2 -0.3 0.0 0.137
H -0.8397 3.4655 2.1815 -0.1 -0.1 -0.2 0.087
H -0.7758 1.8794 2.8882 -0.1 0.0 0.0 0.133
H 1.8105 3.4773 2.6763 0.2 0.0 0.1 0.121
H 1.2466 2.3246 3.9368 0.5 0.0 -0.1 0.080
H -0.4970 3.9639 4.6266 0.0 0.0 0.0 0.123
H 0.2319 5.1614 3.5779 0.1 0.1 0.0 0.134
H -0.4974 3.1324 7.0016 0.0 0.0 0.0 0.119
H 0.8695 2.4722 6.0816 -0.1 0.0 -0.1 0.095
H 2.2313 3.2603 8.2348 0.1 -0.2 0.1 0.088
H 1.4961 1.6359 8.1065 0.0 0.0 0.2 0.059
H 0.6619 2.9354 9.0184 0.2 -0.1 0.2 0.044
H 0.5855 3.3011 -1.3828 -0.1 -0.1 -0.1 0.129
H -1.0873 3.7811 -1.6674 0.1 -0.2 -0.1 0.111
H 0.5784 4.6557 0.7397 0.0 0.0 0.1 0.096
H 0.3200 5.5180 -0.7477 0.2 0.0 0.1 0.114
H -2.0742 5.6567 -0.4279 0.0 0.1 0.0 0.074
H -1.2237 6.4456 0.8779 0.0 -0.1 0.2 0.073
H -1.9949 4.8436 1.1208 0.0 0.1 0.1 0.057
H -2.2451 1.3822 0.8326 0.0 0.0 0.2 0.103
H -3.0420 3.5815 -0.9208 0.1 -0.1 -0.2 0.119
H -3.3060 1.8144 -1.2094 0.0 0.2 -0.3 0.117
H -1.6311 1.8941 -2.6527 0.2 0.2 -0.1 0.112
H 0.1267 1.6072 -2.8070 0.1 0.0 0.1 0.124
H -0.7834 -0.2360 -3.9410 0.0 0.0 0.0 0.116
H -0.7174 -0.8963 -2.2892 0.3 0.1 -0.1 0.075
H -2.8819 -0.9292 -2.1532 0.0 -0.1 0.0 0.117
H -3.0668 -1.8729 -4.2820 0.1 0.0 -0.2 0.124
H -2.6825 -0.3248 -5.0114 0.0 0.1 0.3 0.083
H -4.9258 -0.1816 -5.3213 0.2 -0.1 -0.1 0.126
H -5.2323 0.1218 -2.3160 0.2 0.1 0.1 0.078
H -6.3201 0.6587 -3.5898 0.0 0.0 0.0 0.081
H -4.7703 1.4578 -3.4181 0.2 -0.1 0.1 0.080
H -6.1752 -1.6378 -3.6021 0.0 0.0 0.0 0.072
H -0.1142 -1.3756 3.3552 -0.2 0.0 0.0 0.046
C -3.5322 6.2549 9.6962 0.1 0.0 -0.1 -0.058
N -2.3073 5.4881 9.5915 -0.1 0.1 0.0 -0.193
C -1.1689 6.0585 8.8860 0.0 -0.1 0.1 -0.024
C -2.1830 4.2628 10.1278 0.0 -0.1 0.0 -0.341
O -1.1735 3.5837 10.0655 -0.1 0.0 0.0 0.002
H -3.9302 6.4767 8.7043 0.0 0.0 0.0 0.090
H -3.3501 7.1960 10.2184 0.0 0.0 0.0 0.090
H -4.2751 5.6860 10.2511 0.0 0.0 0.0 0.082
H -0.8812 5.4292 8.0447 0.0 0.0 0.0 0.075
H -0.3102 6.1370 9.5529 0.0 0.0 0.0 0.100
H -1.4351 7.0468 8.5204 0.0 0.0 0.0 0.089
H -3.0941 3.9183 10.6437 0.0 0.0 0.0 0.134
C -2.0156 -3.5160 -8.8405 -0.2 0.3 0.1 -0.065
N -2.2849 -2.2416 -8.1992 0.0 -0.1 -0.1 -0.188
C -3.5253 -1.5423 -8.4871 0.1 0.0 0.1 -0.034
C -1.4220 -1.6835 -7.3376 0.1 0.1 0.1 -0.333
O -1.6072 -0.6173 -6.7727 0.1 0.0 -0.2 -0.015
H -2.0018 -3.3928 -9.9252 0.0 -0.1 0.0 0.096
H -2.7941 -4.2349 -8.5735 0.0 -0.1 0.0 0.090
H -1.0538 -3.9061 -8.5248 0.0 0.0 0.0 0.065
H -3.3177 -0.5580 -8.9081 0.0 0.0 0.0 0.093
H -4.1044 -1.4042 -7.5730 0.0 0.0 0.0 0.084
H -4.1061 -2.1255 -9.1970 0.0 0.0 0.0 0.085
H -0.5174 -2.2893 -7.1723 0.0 0.0 0.0 0.140
C -2.1601 -8.7754 -9.3838 0.1 0.0 0.1 -0.057
N -1.0118 -7.9231 -9.1610 0.0 -0.1 0.0 -0.192
C 0.1552 -8.4794 -8.4859 -0.1 0.1 -0.1 -0.034
C -0.9912 -6.6416 -9.5548 0.0 0.1 -0.1 -0.366
O -0.0567 -5.8760 -9.3968 0.0 -0.1 0.0 -0.002
H -2.5529 -9.1418 -8.4336 0.0 0.0 0.0 0.091
H -1.8843 -9.6338 -9.9995 0.0 0.0 0.0 0.089
H -2.9421 -8.2158 -9.8942 0.0 0.0 0.0 0.080
H 0.3603 -7.9170 -7.5750 0.0 0.0 0.0 0.098
H 1.0286 -8.4033 -9.1349 0.0 0.0 0.0 0.095
H -0.0150 -9.5245 -8.2293 0.0 0.3 -0.1 0.049
H -1.9263 -6.3285 -10.0541 0.0 0.0 0.0 0.129
C 2.3379 -14.4146 -7.2268 -0.1 0.0 0.1 -0.057
N 1.4675 -13.3169 -6.8561 0.0 -0.2 0.0 -0.197
C 0.5182 -13.4964 -5.7690 0.0 0.1 -0.1 -0.038
C 1.5057 -12.1300 -7.4822 0.0 0.1 0.0 -0.335
O 0.7946 -11.1810 -7.2022 0.0 -0.2 0.1 0.000
H 1.7499 -15.2790 -7.5405 0.0 0.0 0.0 0.090
H 2.9656 -14.7058 -6.3828 0.0 0.0 0.0 0.090
H 2.9800 -14.1113 -8.0509 0.0 0.0 0.0 0.082
H -0.5000 -13.3429 -6.1264 0.0 0.0 0.0 0.092
H 0.7095 -12.7732 -4.9765 0.0 0.0 0.0 0.094
H 0.6154 -14.5035 -5.3725 0.0 0.0 0.0 0.085
H 2.2557 -12.0859 -8.2892 0.0 0.0 0.0 0.137
C 5.5780 9.0693 3.5267 0.0 -0.1 0.0 -0.065
N 5.0135 7.8815 2.9243 0.1 0.0 0.1 -0.198
C 4.9292 6.6537 3.7059 0.0 0.1 -0.2 -0.035
C 4.5577 7.8687 1.6592 -0.1 0.0 -0.1 -0.365
O 4.0722 6.8995 1.1070 0.0 0.0 0.0 0.004
H 6.6112 8.8906 3.8323 0.0 0.0 0.0 0.088
H 5.0012 9.3637 4.4061 0.0 0.0 0.0 0.088
H 5.5634 9.8881 2.8099 0.0 0.0 0.0 0.080
H 5.5006 5.8638 3.2162 0.0 0.0 0.0 0.095
H 3.8987 6.3276 3.7842 0.0 -0.1 0.0 0.060
H 5.3305 6.8294 4.7007 0.0 0.0 0.0 0.089
H 4.6644 8.8437 1.1520 0.0 0.0 0.0 0.130
```
Forces are in eV/Å.

## Properties
Electronic energy: -8475.64094 Ha
Charge: 0
SMILES string: [H]/N=C(/N)NCCCC[C@@H](O[C@H](CCCC(=O)OCC)[C@](CCC)(NCC(=O)Br)OCCNC[C@H](C)O)P(O)Br.CN(C)C=O.CN(C)C=O.CN(C)C=O.CN(C)C=O.CN(C)C=O
Gap between HOMO and LUMO: 8.528 eV
Spin multiplicity: 1
LUMO level: 0.32 eV

Entry 2:
Entry from the OMol25 dataset: 5 unconnected molecules or ions with the total composition C39H84N4O5 (the ωB97M-V functional and the def2-TZVPD basis).

Structure (XYZ):
```
132
Properties=species:S:1:pos:R:3:forces:R:3:lowdin_charge:R:1
C -6.2626 -6.6816 6.3520 0.2 0.3 -0.9 -0.045
C -7.5518 -7.1371 7.1246 2.8 0.7 -0.4 -0.396
C -8.3237 -5.8398 7.5334 -0.6 -1.8 1.3 -0.024
C -8.3080 -7.9850 6.0878 -1.1 0.0 -0.5 -0.175
C -7.7785 -9.3478 5.8386 1.5 -2.2 2.5 -0.163
C -7.5082 -10.0505 7.2737 0.0 0.5 -2.8 -0.117
C -6.5266 -9.3123 8.1779 -0.9 2.0 -0.8 -0.506
C -6.5668 -10.0482 9.5128 0.8 -0.9 -0.4 -0.021
C -5.1006 -9.2365 7.5529 0.4 -1.8 0.6 -0.018
N -7.0684 -7.9488 8.3468 -3.3 -0.8 -1.4 -0.139
O -6.3580 -7.2231 9.2545 0.3 1.0 0.8 -0.006
H -6.0364 -7.2956 5.4802 -0.2 -0.5 0.1 0.066
H -6.3908 -5.7056 5.8838 -0.1 0.3 0.3 0.079
H -5.3117 -6.6644 6.8846 -0.4 0.2 0.5 0.064
H -8.9797 -5.4765 6.7423 0.6 0.3 -0.3 0.086
H -9.0346 -6.1248 8.3089 -0.3 -0.3 0.1 0.065
H -7.7337 -5.1023 8.0774 0.4 0.1 -0.8 0.081
H -9.3814 -8.0825 6.2504 -0.1 0.3 0.5 0.099
H -8.2282 -7.6062 5.0689 -0.1 1.3 0.2 0.122
H -8.4534 -10.0067 5.2923 -0.3 0.3 0.0 0.105
H -6.8550 -9.3391 5.2595 0.1 0.1 0.0 0.091
H -7.0899 -11.0396 7.0870 -0.1 -0.2 0.1 0.109
H -8.5219 -10.1503 7.6617 0.2 -0.1 0.7 0.099
H -7.4442 -9.8574 10.1308 0.3 0.4 -0.1 0.084
H -5.6063 -10.0134 10.0268 -0.2 0.5 0.5 0.082
H -6.6312 -11.0919 9.2050 -0.1 -0.3 0.2 0.068
H -4.4506 -8.3923 7.7829 -0.5 0.4 0.0 0.071
H -5.0494 -9.4360 6.4825 -0.3 0.3 0.0 0.080
H -4.5503 -10.0551 8.0167 0.2 -0.3 -0.1 0.075
H -5.4323 -7.4617 9.1657 0.6 0.2 -0.3 0.076
C -13.9830 -6.4994 8.8616 -0.1 -1.4 -0.1 -0.019
C -13.9111 -7.6924 9.8964 -1.9 2.6 1.4 -0.470
C -14.5662 -7.0905 11.2521 1.2 -1.4 -0.3 -0.027
C -14.8531 -8.8394 9.4916 0.2 -0.8 -1.5 -0.128
C -14.2674 -9.7044 8.3130 0.1 -0.3 1.4 -0.151
C -12.9071 -10.2389 8.8026 0.1 0.4 -0.6 -0.139
C -11.9418 -9.2041 9.4354 1.9 0.0 -0.4 -0.441
C -10.8987 -10.0008 10.3299 -1.1 0.2 0.5 -0.025
C -11.0699 -8.5311 8.3436 -0.8 -0.2 -0.7 -0.030
N -12.6088 -8.1833 10.2722 -0.4 -2.4 0.3 -0.126
O -11.7135 -7.1917 10.7078 -0.1 0.6 -0.9 -0.002
H -13.0589 -5.9215 8.8432 -0.2 0.1 0.1 0.074
H -14.2004 -6.9035 7.8730 0.4 0.0 -0.3 0.064
H -14.8737 -5.9149 9.0918 0.4 0.3 0.1 0.069
H -14.8009 -8.0010 11.8035 -0.4 0.2 0.4 0.064
H -13.8069 -6.5954 11.8575 0.0 0.3 -0.3 0.067
H -15.4436 -6.4496 11.1658 0.1 -0.2 -0.4 0.072
H -15.0984 -9.5083 10.3165 0.8 -0.2 0.3 0.111
H -15.8676 -8.4976 9.2862 0.2 0.7 -0.5 0.117
H -14.8846 -10.5558 8.0263 -0.4 -0.2 0.6 0.099
H -14.1575 -9.2744 7.3174 0.2 1.0 0.3 0.102
H -12.4399 -10.5879 7.8817 0.5 -0.2 0.2 0.090
H -12.9186 -11.1084 9.4598 -0.8 0.0 0.2 0.110
H -10.7257 -11.0427 10.0604 -0.1 0.0 -0.6 0.069
H -11.3571 -10.0691 11.3165 0.1 0.0 0.3 0.080
H -9.9169 -9.5348 10.4134 -0.2 0.2 0.0 0.060
H -11.4723 -7.5444 8.1146 0.6 0.3 0.2 0.078
H -11.1841 -9.0747 7.4058 0.1 -0.2 -0.1 0.070
H -10.0092 -8.5774 8.5906 -0.1 0.7 0.0 0.054
H -11.2314 -7.5622 11.4506 -0.2 -0.3 0.2 0.103
C -12.2737 -16.7039 5.5313 -0.6 -0.3 -0.3 -0.015
C -12.6704 -15.4990 6.4332 2.2 -0.9 0.6 -0.471
C -14.0081 -14.8453 6.1323 -0.2 -1.2 -0.3 -0.036
C -12.6924 -15.9967 7.9558 1.3 0.8 -1.9 -0.117
C -11.2778 -16.1394 8.5680 -1.1 0.8 -0.8 -0.178
C -10.5346 -14.7586 8.4347 -0.6 -1.9 -0.8 -0.085
C -10.3731 -14.2975 6.8909 -0.2 -1.3 0.3 -0.446
C -9.9250 -12.8244 6.8352 -0.4 0.7 0.9 -0.037
C -9.2930 -15.1970 6.2367 1.2 0.8 0.4 -0.038
N -11.6548 -14.4504 6.2008 0.2 0.7 3.8 -0.173
O -11.5813 -13.9416 4.9109 -0.7 -0.5 -0.6 -0.002
H -12.5719 -17.6407 6.0020 -0.5 -0.1 -0.4 0.075
H -12.6759 -16.5825 4.5255 -0.5 -0.3 0.0 0.070
H -11.2208 -16.8621 5.2978 0.3 0.7 0.6 0.070
H -14.0594 -14.7670 5.0464 -0.4 0.6 0.0 0.073
H -14.8369 -15.4893 6.4265 0.0 -0.2 -0.1 0.090
H -14.1334 -13.9305 6.7115 0.2 0.2 -0.4 0.092
H -13.2373 -15.2122 8.4810 -0.1 -0.2 0.4 0.108
H -13.2179 -16.9516 7.9624 -0.3 0.2 0.1 0.109
H -11.4924 -16.5016 9.5735 0.6 0.6 0.5 0.104
H -10.6604 -16.9354 8.1516 -0.2 0.0 -0.5 0.098
H -9.5763 -15.0530 8.8626 0.4 1.1 -0.1 0.105
H -11.1044 -14.0812 9.0708 0.4 0.5 -0.3 0.108
H -9.3460 -12.5563 7.7189 0.4 -0.4 0.1 0.068
H -10.7813 -12.1608 6.9559 -0.4 -0.1 -0.2 0.069
H -9.3615 -12.4304 5.9894 -0.1 -0.7 -0.3 0.078
H -8.3476 -14.7641 6.5635 0.4 -0.4 0.5 0.057
H -9.1207 -15.0987 5.1649 -1.0 0.0 -0.2 0.084
H -9.3101 -16.2528 6.5070 -0.2 0.1 0.0 0.072
H -12.4715 -13.5846 4.9530 0.0 0.9 -1.2 0.064
C -13.3316 -12.3082 2.1892 1.2 0.3 -0.4 -0.040
C -13.7633 -12.9195 0.8383 1.2 -1.3 -0.3 -0.434
C -13.2160 -12.1513 -0.4245 -0.5 0.3 0.5 -0.021
C -12.9877 -14.3285 0.8125 -0.7 -0.6 -1.8 -0.114
C -13.5846 -15.3980 -0.1324 -1.2 0.0 1.1 -0.197
C -15.0492 -15.6766 0.2678 0.9 0.8 -0.2 -0.138
C -15.9011 -14.3143 0.3127 0.8 -1.7 -2.4 -0.420
C -16.1500 -14.0951 -1.2467 -0.7 0.9 0.5 -0.040
C -17.2090 -14.6253 1.0573 -0.5 1.4 -0.4 -0.046
N -15.2208 -13.1136 0.8899 1.0 -3.5 0.7 -0.147
O -15.9922 -11.9866 0.8298 -0.4 1.1 -0.7 0.003
H -12.2486 -12.2100 2.2635 0.4 0.1 -0.6 0.082
H -13.6691 -11.2922 2.3941 -0.6 -0.2 0.1 0.081
H -13.4716 -13.0343 2.9900 -0.9 0.2 0.1 0.056
H -13.6016 -12.4770 -1.3906 -0.6 -0.2 0.3 0.066
H -13.4577 -11.0942 -0.3143 0.1 0.1 -0.2 0.075
H -12.1447 -12.2872 -0.5732 0.1 0.3 0.6 0.074
H -12.0675 -14.2366 0.2356 0.7 0.9 1.1 0.102
H -12.8228 -14.7965 1.7830 0.0 0.4 0.1 0.108
H -13.4753 -15.1089 -1.1777 -0.4 0.4 0.0 0.099
H -13.0436 -16.3442 -0.1207 0.3 0.0 0.5 0.107
H -15.1353 -16.3056 1.1539 0.3 0.6 0.7 0.106
H -15.3666 -16.3997 -0.4835 -1.0 0.5 -0.3 0.104
H -16.6602 -14.9110 -1.7586 -0.5 0.0 0.5 0.076
H -15.2992 -13.9467 -1.9117 0.6 0.0 0.7 0.059
H -16.7029 -13.1590 -1.3247 -0.4 -0.1 -0.3 0.072
H -17.1115 -14.5508 2.1404 0.4 -0.6 0.0 0.082
H -17.7292 -15.5206 0.7169 0.5 -0.3 0.2 0.086
H -17.9460 -13.8498 0.8487 -0.1 0.3 -0.2 0.070
H -16.4530 -11.9461 1.6710 0.0 0.1 0.2 0.105
C -5.5888 -14.7762 8.1108 0.6 -0.5 -1.3 -0.057
C -4.4064 -15.6709 8.5978 -0.6 1.0 1.1 -0.428
C -3.1123 -14.8416 8.7962 0.2 -0.5 0.0 -0.064
O -4.7998 -16.2053 9.8900 0.6 0.6 -0.3 -0.076
H -5.6636 -13.7585 8.4940 0.6 -0.1 0.7 0.064
H -6.5847 -15.1977 8.2474 0.2 -0.4 0.0 0.061
H -5.4389 -14.5910 7.0472 -0.2 -0.1 -0.3 0.073
H -4.1936 -16.6082 8.0837 -0.3 0.5 -0.9 0.134
H -2.3178 -15.5177 9.1120 -0.1 0.0 0.5 0.075
H -3.2950 -14.0699 9.5439 0.0 -0.1 0.3 0.074
H -2.6231 -14.2973 7.9884 -0.7 -0.1 -0.7 0.074
H -4.7601 -15.4081 10.4234 -0.2 -0.1 0.7 0.069
```
Forces are in eV/Å.

## Properties
Electronic energy: -2131.21347 Ha
Charge: 0
SMILES string: CC1(C)CCCC(C)(C)N1O.CC1(C)CCCC(C)(C)N1O.CC1(C)CCCC(C)(C)N1O.CC1(C)CCCC(C)(C)N1O.CC(C)O
ΔE to the lowest compared entry with this formula, charge and spin: 6.450 eV
Gap between HOMO and LUMO: 8.040 eV
Spin multiplicity: 1
LUMO level: 0.42 eV